Entry from the Open Molecules 2025 dataset: a 4-piece molecular cluster, C18H35N2O9 overall (ωB97M-V with the def2-TZVPD basis set).

* F_max: 6.08 eV Å⁻¹
* relative energy (zero: lowest compared OMol25 entry of this formula, charge and spin): 9.4 kcal per mole
* total energy: -40633.829 eV
* LUMO level (spin up / spin down): -0.17 / -1.85 eV
* M: 423.483 g/mol

```
! RIJCOSX wB97M-V def2-TZVPD def2/J DEFGRID3
* xyz 0 2
O -15.67048 4.20749 5.98943
H -15.01627 4.49637 6.62986
H -15.59206 3.25561 5.89263
H -16.54406 4.40810 6.33326
C -15.83335 8.33210 8.48068
C -15.64869 6.98012 7.93805
C -14.21349 6.30537 8.05721
O -14.07795 5.16332 7.67158
C -13.16390 7.13172 8.67949
C -13.37109 8.38272 9.12751
C -14.79587 9.00452 9.00066
O -15.09928 10.21291 9.40594
O -12.29743 8.94580 9.61780
O -16.62073 6.52983 7.29087
H -16.76265 8.83239 8.25149
H -12.16904 6.71183 8.66085
C -18.49957 6.52518 1.34006
O -18.80361 5.77163 2.48276
C -17.72944 5.01669 3.03262
C -18.31201 3.99407 4.01396
N -18.71472 4.45383 5.36086
C -19.24407 3.41248 6.21977
C -18.93951 3.61821 7.67911
O -17.50639 3.66757 7.89506
C -17.20677 3.93452 9.26579
H -17.85460 7.32551 1.70277
H -19.42094 6.89372 0.88909
H -17.99417 5.90033 0.60369
H -16.93765 5.56761 3.54023
H -17.25975 4.39116 2.27354
H -17.49775 3.29421 4.20180
H -19.11215 3.53022 3.43712
H -19.43893 5.15498 5.29757
H -19.09389 2.41905 5.79710
H -20.33323 3.41919 6.26204
H -19.35364 2.92888 8.41493
H -19.39112 4.55585 8.00308
H -17.63569 4.89922 9.53682
H -16.12303 3.82196 9.29640
H -17.62926 3.17330 9.92164
C -13.37888 4.46186 3.27798
O -13.70396 3.53062 4.30723
C -13.79447 2.15420 3.91530
C -14.16781 1.42042 5.16949
N -15.57375 1.55030 5.47274
C -15.80203 0.68541 6.67234
C -15.20132 1.11472 8.06375
O -15.36558 0.02734 8.91305
C -14.71302 0.16388 10.23571
H -12.45181 4.10547 2.82895
H -13.28497 5.44060 3.74848
H -14.19422 4.43662 2.55502
H -12.79205 1.78214 3.70357
H -14.54172 1.97992 3.14112
H -13.51899 1.77852 5.96881
H -13.92776 0.37266 4.98871
H -16.13605 1.09777 4.76625
H -15.60519 -0.38395 6.59605
H -16.86751 0.71057 6.90091
H -15.68084 2.02990 8.41102
H -14.17474 1.45009 7.91628
H -15.03888 1.01837 10.82881
H -13.63053 0.19143 10.11096
H -14.81812 -0.72822 10.85312
*
```



Entry from the Open Molecules 2025 dataset: C18H35N2SSm as an isolated structure (ωB97M-V with the def2-TZVPD basis set).

* F_max: 3.08 eV Å⁻¹
* total energy: -50938.634 eV
* LUMO level (spin up / spin down): -7.80 / -6.67 eV
* M: 461.919 g/mol

```
! RIJCOSX wB97M-V def2-TZVPD def2/J DEFGRID3
* xyz 2 6
C 2.05569 3.04227 -0.83305
H 2.11328 4.09791 -0.53600
H 2.72475 2.89585 -1.69841
H 2.45560 2.45547 -0.00366
C 0.59630 2.72340 -1.22139
H 0.57338 1.75774 -1.76950
H -0.01340 2.57306 -0.31139
C 0.03701 3.90649 -2.04142
H -1.06240 3.88939 -2.06501
H 0.33272 4.86410 -1.58621
H 0.44776 3.90592 -3.06057
C -0.88004 -2.52457 -2.28519
C -1.31112 -1.45804 -3.18251
C -0.19208 -0.57444 -3.33175
C 0.89052 -1.07367 -2.57814
C 0.47273 -2.24403 -1.89627
C 1.28581 -2.97505 -0.88938
C 2.26150 -0.51520 -2.59753
C -0.10978 0.60732 -4.22222
C -2.71497 -1.00026 -3.33481
C -1.82817 -3.26933 -1.44048
Sm -1.25791 -0.69890 -0.98694
H 2.82380 -0.82904 -1.71358
H 2.82862 -0.86085 -3.48100
H 2.22837 0.57914 -2.62922
H 2.22449 -2.43868 -0.72413
H 0.76725 -3.05178 0.07959
H 1.55064 -3.99259 -1.22112
H -2.73741 -2.67487 -1.14301
H -2.19963 -4.11937 -2.02359
H -1.35229 -3.62642 -0.51409
H -2.75249 -0.23441 -4.12134
H -3.37026 -1.84287 -3.60584
H -3.18799 -0.49728 -2.42184
H 0.43318 1.42039 -3.72807
H 0.43085 0.37064 -5.15399
H -1.11123 0.95546 -4.48804
C -0.00197 -2.22835 5.25433
C -0.00741 -1.56437 3.88378
N -1.32327 -0.94305 3.58584
C -1.36017 0.02856 2.61687
S -2.60970 0.07206 1.43954
N -0.42800 1.01111 2.75840
C -0.26722 1.62008 4.09433
C 1.08883 2.27648 4.18254
H -0.53882 -1.63932 6.00952
H 1.03274 -2.35045 5.60748
H -0.45371 -3.22550 5.19087
H 0.75562 -0.77892 3.84822
H 0.23571 -2.30454 3.09893
H -2.07226 -1.62420 3.43489
H -0.37414 1.65001 1.96721
H -1.07039 2.35155 4.31088
H -0.34435 0.79440 4.80790
H 1.13829 3.18742 3.57626
H 1.26346 2.53217 5.23204
H 1.88367 1.59197 3.86129
*
```



Entry from the Open Molecules 2025 dataset: C18H36BeCl2CsFLiN4O10S2 as an isolated structure (ωB97M-V with the def2-TZVPD basis set).

* F_max: 5.56 eV Å⁻¹
* total energy: -96253.047 eV
* LUMO level: -7.32 eV
* M: 771.400 g/mol

```
! RIJCOSX wB97M-V def2-TZVPD def2/J DEFGRID3
* xyz 1 1
N 2.68009 0.10038 -0.46564
S 2.91464 0.92699 -1.92870
O 3.06004 -0.14584 -2.98772
O 4.26193 1.57311 -1.87568
N 1.66101 1.87157 -2.36329
S 1.48455 3.18945 -1.33878
O 0.64449 4.19723 -2.11070
O 2.75627 3.88000 -0.98414
C 0.57156 2.83152 0.24580
O -0.01073 1.53298 0.33202
C -0.99952 1.30171 -0.65510
C -2.11834 2.19761 -0.88944
C -3.08053 1.92550 -1.94815
C -2.90409 0.72641 -2.75967
C -1.80121 -0.18457 -2.49649
C -0.82465 0.08123 -1.45648
H 3.07787 -0.83921 -0.62746
H 1.68545 -0.05070 -0.25580
H 1.29303 3.01567 1.08916
H -0.23991 3.63664 0.35134
H -2.20971 3.09622 -0.23959
H -3.93034 2.62306 -2.11931
H -3.59298 0.46052 -3.60044
H -1.66528 -1.09256 -3.12088
H 0.03390 -0.61184 -1.27838
Be 4.93028 -0.27261 -2.35021
C -3.42552 -4.34916 -3.12194
C -3.89284 -3.09703 -3.80688
O -3.10900 -2.25751 -4.20446
C -5.37750 -2.91983 -3.98158
H -2.33752 -4.34408 -3.06577
H -3.83119 -4.38963 -2.10833
H -3.74176 -5.22069 -3.69224
H -5.86636 -2.90194 -3.00559
H -5.77586 -3.73295 -4.58981
H -5.57277 -1.97427 -4.48885
O 1.93310 5.11238 1.57289
H 2.34448 5.19305 0.71682
C 5.80419 -0.53085 2.53851
C 5.12595 -1.58401 1.68004
C 5.34792 -2.98077 2.23256
O 5.64497 -1.51854 0.34089
H 6.88887 -0.69371 2.57217
H 5.64648 0.46544 2.12082
H 5.41899 -0.54587 3.55878
H 4.05623 -1.37564 1.62345
H 6.42085 -3.22715 2.25450
H 4.86564 -3.72668 1.59999
H 4.95088 -3.07261 3.24411
H 6.59047 -1.70351 0.38530
F -2.72135 -4.29888 -5.65766
Cs 0.06609 6.21304 -1.02386
Li 8.25284 -2.77837 0.44417
C -2.70556 -1.76176 0.13682
C -3.28477 -3.01429 0.74544
O -4.00805 -3.74911 0.11024
C -2.92743 -3.31637 2.17938
H -3.04513 -1.67089 -0.89305
H -3.04474 -0.88674 0.69536
H -1.61661 -1.81359 0.14315
H -3.27457 -2.50921 2.82726
H -1.84654 -3.43766 2.27612
H -3.41237 -4.24366 2.48510
C -4.55182 8.21691 2.33791
O -4.11280 7.68505 1.33020
N -3.74782 8.79472 3.27236
N -5.88299 8.27729 2.61279
H -4.08850 9.23628 4.10583
H -2.75769 8.76973 3.10379
H -6.50808 7.86095 1.94514
H -6.26464 8.70890 3.43360
C 5.07672 -6.17162 3.90537
Cl 4.16100 -6.23868 2.39545
Cl 6.82060 -6.15666 3.60018
H 4.80620 -5.26656 4.44230
H 4.83151 -7.04377 4.50493
*
```



Entry from the Open Molecules 2025 dataset: C18H36BeN2O5P as an isolated structure (ωB97M-V with the def2-TZVPD basis set).

* F_max: 0.62 eV Å⁻¹
* total energy: -42164.677 eV
* LUMO level: 2.75 eV
* M: 400.481 g/mol

```
! RIJCOSX wB97M-V def2-TZVPD def2/J DEFGRID3
* xyz -1 1
Be 0.92806 1.17164 -0.70760
O 4.11499 0.96459 1.19780
C 4.96058 1.70972 0.35078
C 4.36519 3.01970 -0.17788
N 3.33467 2.89006 -1.18626
C 3.64663 2.12990 -2.35898
C 3.14991 0.66766 -2.24241
O 3.71134 -0.20878 -2.87902
O 2.09841 0.49038 -1.50869
C 2.41218 3.99417 -1.26217
C 1.25992 3.81694 -0.24674
O 0.85683 4.77613 0.39190
O 0.75134 2.63394 -0.21999
H 3.42568 0.57254 0.65146
H 5.83422 1.96666 0.95407
H 5.30985 1.09601 -0.48866
H 3.93629 3.56086 0.66888
H 5.21783 3.62043 -0.55391
H 3.12077 2.54382 -3.22273
H 4.71703 2.13474 -2.59798
H 2.89172 4.96779 -1.10208
H 1.94311 4.00929 -2.24855
C -3.44521 0.55452 -0.72438
C -2.73365 -0.78591 -0.95855
C -3.75093 -1.91411 -0.78827
C -2.19092 -0.75301 -2.39811
P -1.22739 -0.80675 0.23333
N -0.14821 0.16099 -0.20816
C -1.85782 -0.35256 1.99658
C -0.69643 -0.68523 2.94370
C -2.02074 1.17521 2.04542
C -3.12942 -1.03059 2.50396
C -0.57822 -2.61307 0.27529
C 0.87230 -2.54043 0.77424
C -1.38263 -3.61128 1.10705
C -0.48258 -3.10707 -1.17322
H -4.14677 0.74396 -1.54238
H -2.71603 1.36627 -0.70170
H -4.01525 0.55178 0.20393
H -4.59073 -1.74103 -1.46994
H -4.14690 -1.95134 0.22748
H -3.33412 -2.89245 -1.02459
H -2.88393 -0.20686 -3.04494
H -2.06411 -1.74823 -2.82080
H -1.23202 -0.23188 -2.41846
H 0.23161 -0.26198 2.55628
H -0.57453 -1.75896 3.08248
H -0.88643 -0.24834 3.92902
H -1.23993 1.65707 1.45261
H -1.92738 1.51814 3.08044
H -2.99233 1.50486 1.68431
H -3.03359 -2.11686 2.53647
H -3.99985 -0.77938 1.89591
H -3.33179 -0.68453 3.52329
H 0.95392 -2.17439 1.79479
H 1.44144 -1.86920 0.13047
H 1.31818 -3.53980 0.73179
H -1.31406 -3.39653 2.17329
H -0.98032 -4.61804 0.95145
H -2.43744 -3.62482 0.82523
H -0.00277 -2.34629 -1.79028
H -1.45051 -3.36407 -1.60073
H 0.14093 -4.00600 -1.20555
*
```



Entry from the Open Molecules 2025 dataset: a 9-piece molecular cluster, C18H36Cl18 overall (ωB97M-V with the def2-TZVPD basis set).

* F_max: 2.26 eV Å⁻¹
* relative energy (zero: lowest compared OMol25 entry of this formula, charge and spin): 76.0 kcal per mole
* total energy: -244653.143 eV
* LUMO level: 0.02 eV
* SMILES: ClCCCl.ClCCCl.ClCCCl.ClCCCl.ClCCCl.ClCCCl.ClCCCl.ClCCCl.ClCCCl
* M: 890.640 g/mol

```
! RIJCOSX wB97M-V def2-TZVPD def2/J DEFGRID3
* xyz 0 1
Cl -5.04065 -2.92759 -4.86235
C -3.62143 -4.09982 -4.95105
C -4.16075 -5.55097 -5.02490
Cl -2.73888 -6.57415 -5.22128
H -3.08221 -4.07744 -4.00403
H -3.07946 -3.81445 -5.85267
H -4.91654 -5.76045 -5.78187
H -4.64563 -5.81822 -4.08598
Cl 0.61346 6.49989 5.11843
C 0.14422 5.28187 6.40054
C -1.34774 5.31416 6.68159
Cl -1.93188 7.00676 6.67827
H 0.70296 5.54098 7.29985
H 0.34186 4.28100 6.01674
H -1.62902 4.79089 7.59547
H -1.81065 4.80583 5.83578
Cl -2.70742 -0.64639 0.94153
C -1.16479 -0.74973 1.90808
C 0.13315 -0.98363 1.16647
Cl 0.41635 0.53698 0.29536
H -1.28888 -1.69465 2.43707
H -1.22541 0.12519 2.55534
H 0.12764 -1.79874 0.44283
H 0.95665 -1.19636 1.84814
Cl 5.92313 1.27667 4.10389
C 7.60779 1.87966 4.09077
C 8.33737 1.44047 2.80427
Cl 7.32538 2.12670 1.47375
H 8.17632 1.51522 4.94639
H 7.68677 2.96440 4.16290
H 8.44147 0.35654 2.85288
H 9.33209 1.86057 2.65544
Cl 1.19025 0.14827 -7.84501
C 2.59678 -0.36555 -6.93652
C 3.84026 0.25742 -7.54902
Cl 4.05326 -0.50563 -9.16786
H 2.58863 -1.44846 -6.81266
H 2.60021 0.03866 -5.92424
H 4.80889 0.24837 -7.04926
H 3.66944 1.31792 -7.73406
Cl -10.52568 -3.03085 0.99309
C -10.07242 -1.58427 0.05948
C -10.40175 -0.28281 0.80207
Cl -12.08276 0.17285 0.55126
H -10.52825 -1.54167 -0.92971
H -8.98253 -1.59957 0.05839
H -9.84844 0.56500 0.39813
H -10.15866 -0.34115 1.86302
Cl 4.38592 -5.48270 -2.45066
C 5.96243 -4.70543 -2.43536
C 6.11812 -3.62924 -1.33660
Cl 6.07850 -4.33830 0.35859
H 6.11207 -4.29542 -3.43416
H 6.79726 -5.40579 -2.46076
H 5.45195 -2.76706 -1.36762
H 7.11128 -3.18166 -1.29936
Cl -4.23584 -3.43191 6.83638
C -6.05841 -3.58292 6.98119
C -6.58540 -2.78750 5.84533
Cl -6.36012 -0.99656 6.03308
H -6.34029 -3.16010 7.94550
H -6.26352 -4.63498 7.17916
H -7.65429 -2.92760 5.68429
H -6.12526 -3.14278 4.92330
Cl 2.93543 6.10644 -5.12588
C 4.41725 6.04978 -4.13279
C 4.82912 7.52553 -3.93285
Cl 6.45409 7.55648 -3.00672
H 5.19250 5.43810 -4.59423
H 4.12013 5.60899 -3.18120
H 4.05511 8.14211 -3.47585
H 4.97943 8.08293 -4.85742
*
```



Entry from the Open Molecules 2025 dataset: C18H36NO3 as an isolated structure (ωB97M-V with the def2-TZVPD basis set).

* F_max: 19.59 eV Å⁻¹
* relative energy (zero: lowest compared OMol25 entry of this formula, charge and spin): 481.2 kcal per mole
* total energy: -26855.835 eV
* LUMO level: -2.32 eV
* M: 314.490 g/mol

```
! RIJCOSX wB97M-V def2-TZVPD def2/J DEFGRID3
* xyz 1 1
C -4.64984 -2.00635 1.40994
C -4.40767 -1.31301 -0.01950
H -5.38964 -0.87576 -0.36497
H -4.12684 -2.02997 -0.79434
N -3.63028 -0.28940 -0.17880
C -4.24155 0.84819 0.94411
H -5.33486 0.94459 0.82723
H -4.10742 0.62548 1.80322
C -3.53331 2.31060 0.61863
O -3.54134 2.69128 -0.61801
C -3.05803 2.02131 -1.48406
H -3.26383 2.32412 -2.60516
C -3.65957 0.27340 -1.52281
H -4.70810 0.66964 -1.65478
H -3.21549 -0.27291 -2.21248
H -1.98667 1.71491 -1.20597
H -3.94588 2.87020 1.38446
H -2.46533 2.17210 1.10835
C -2.17110 -0.38201 0.32384
H -1.63515 0.39231 0.29530
H -2.32723 -0.67117 1.37293
C -1.76907 -1.63387 -0.14245
O -1.71071 -1.53485 -1.63900
H -0.94792 -1.18091 -1.82309
C -0.18893 -1.63508 -0.08132
O 0.52313 -0.63306 -0.36541
C 1.77460 -0.58633 0.12904
C 2.15770 1.16968 -0.36563
H 1.96863 0.98782 -1.31170
H 1.41974 1.67465 0.13096
C 3.54418 1.55328 0.03607
C 3.57501 1.64819 1.47154
H 3.41869 0.81054 2.18071
H 4.58110 1.87989 1.85169
H 2.86494 2.37659 1.90140
C 3.90507 2.96693 -0.57728
H 3.85118 2.65887 -1.86762
H 3.15720 3.56026 -0.05826
H 4.84486 3.13819 -0.32731
C 4.42796 0.50503 -0.26649
C 4.27055 -1.11423 0.25944
C 5.07698 -1.96855 -0.18060
H 4.88057 -3.08873 -0.04825
H 6.16063 -1.92674 -0.03514
H 5.12898 -1.98160 -1.57909
C 2.94397 -1.47249 -0.39872
H 2.84734 -1.51585 -1.43600
H 2.67140 -2.56074 -0.00245
H 4.22676 -0.98192 1.08950
H 5.40132 0.70780 0.06559
H 4.62305 0.42914 -1.50094
H 1.75401 -0.40289 1.17865
H 0.45002 -2.66079 -0.34126
H -0.05003 -1.91832 1.35568
H -2.05223 -2.71526 0.11163
H -5.32023 -2.76120 1.39415
H -5.17494 -1.42928 2.01039
H -3.83644 -2.38173 1.75442
*
```



Entry from the Open Molecules 2025 dataset: a 3-piece molecular cluster, C18H37BrN2O7P overall (ωB97M-V with the def2-TZVPD basis set).

* F_max: 0.60 eV Å⁻¹
* total energy: -115899.743 eV
* LUMO level: -4.70 eV
* M: 504.379 g/mol

```
! RIJCOSX wB97M-V def2-TZVPD def2/J DEFGRID3
* xyz 1 1
C 2.11346 -0.48620 -2.01461
C 0.86444 0.12439 -2.55540
C -0.41710 -0.33430 -2.15026
C -1.57564 0.21369 -2.62245
P -3.12482 -0.49676 -1.88854
C -3.57276 -1.65952 -3.22311
O -4.18199 0.72961 -2.18475
C -1.39734 1.26592 -3.54532
Br -2.73513 2.18778 -4.43072
N -0.15845 1.64637 -3.84569
N 0.96992 1.12820 -3.39454
H 2.09354 -1.57249 -2.12449
H 2.99234 -0.07533 -2.50804
H 2.17739 -0.26270 -0.94534
H -0.45963 -1.13884 -1.41971
H -2.73501 -2.32732 -3.44314
H -3.87866 -1.13709 -4.13159
H -4.40279 -2.26186 -2.84653
H -4.82964 0.79628 -1.47145
H -0.02135 2.41055 -4.50221
C -3.45928 1.45447 1.77348
O -2.44870 2.40153 1.51756
C -2.09425 2.53821 0.16287
C -1.93271 3.98304 -0.25874
O -3.14608 4.69684 -0.33925
C -3.70962 5.19878 0.86784
C -3.02136 6.42594 1.41738
O -1.75385 6.10557 1.95604
C -0.77496 7.10623 1.77936
H -3.09098 0.42665 1.67650
H -3.80093 1.61052 2.79433
H -4.31223 1.59330 1.09684
H -2.84401 2.06704 -0.48408
H -1.12725 2.03426 -0.00777
H -1.55212 3.96375 -1.28764
H -1.19102 4.48570 0.36467
H -3.77292 4.42231 1.63297
H -4.72395 5.49542 0.59407
H -3.66509 6.84329 2.20304
H -2.92638 7.17822 0.62610
H -0.77358 7.48610 0.75187
H 0.19302 6.65552 1.99162
H -0.92616 7.94819 2.46258
C 2.58155 -4.00765 4.30031
O 2.75624 -4.72616 3.10000
C 1.62791 -4.74798 2.25497
C 2.01100 -4.60961 0.79849
O 2.49338 -3.32429 0.42797
C 3.80346 -2.95704 0.84090
C 4.93155 -3.71384 0.17555
O 5.03045 -5.03614 0.65240
C 5.41746 -5.98467 -0.31607
H 1.96536 -4.55877 5.01857
H 3.56868 -3.85498 4.73241
H 2.11901 -3.03095 4.11777
H 0.92594 -3.94962 2.52538
H 1.10216 -5.70654 2.36445
H 1.09029 -4.73616 0.22217
H 2.70431 -5.39837 0.50396
H 3.90535 -2.98953 1.92673
H 3.90455 -1.91472 0.52430
H 5.86172 -3.17167 0.39619
H 4.78828 -3.70283 -0.91275
H 4.85108 -5.85965 -1.24622
H 5.20757 -6.97042 0.09442
H 6.48626 -5.91960 -0.54563
*
```